{
  "formula": "C2H7NO3",
  "method": "wB97M-V/def2-TZVPD",
  "species": ["O", "C", "O", "H", "H", "N", "C", "O", "H", "H", "H", "H", "H"],
  "coordinates": [[-0.333, -1.787, 1.896], [-0.159, -0.876, 2.654], [0.602, 0.202, 2.401], [-0.634, -0.788, 3.638], [1.086, -0.007, 1.575], [-0.520, 1.191, -1.836], [0.020, -0.112, -1.487], [1.013, 0.035, -0.477], [-0.401, 1.347, -2.831], [-1.518, 1.225, -1.671], [-0.783, -0.731, -1.076], [0.447, -0.688, -2.309], [1.182, 0.989, -0.478]],
  "forces_ev_per_angstrom": [[0.07, -0.14, 0.11], [-0.13, 0.42, -0.15], [0.26, -0.62, 0.13], [0.00, 0.02, 0.03], [-0.38, 0.20, -0.18], [0.10, -0.45, -0.78], [-0.68, -0.44, 0.67], [0.24, 0.48, -0.03], [0.08, 0.24, 0.12], [0.10, 0.06, 0.18], [0.17, -0.04, 0.16], [0.09, 0.41, -0.25], [0.07, -0.15, 0.01]],
  "molar_mass_da": 93.082,
  "smiles": "O=CO.NCO",
  "charge": 0,
  "total_energy_ha": -360.87717,
  "spin_multiplicity": 1,
  "gap_ev": 11.31
}

---

{
  "formula": "C3H11N3O",
  "method": "wB97M-V/def2-TZVPD",
  "species": ["H", "N", "C", "N", "N", "C", "C", "H", "H", "H", "H", "H", "H", "H", "H", "O", "H", "H"],
  "coordinates": [[0.770, -0.309, 3.177], [0.050, 0.051, 2.554], [0.603, 0.618, 1.549], [1.944, 0.723, 1.284], [-0.191, 1.281, 0.589], [-0.219, 0.657, -0.754], [-1.097, 1.458, -1.684], [2.233, 0.985, 0.353], [2.643, 0.216, 1.796], [-1.143, 1.312, 0.922], [0.805, 0.604, -1.153], [-0.577, -0.388, -0.752], [-2.123, 1.411, -1.312], [-0.844, 2.512, -1.627], [-1.064, 1.040, -2.686], [-0.372, -4.378, -0.850], [-1.218, -4.351, -0.384], [-0.200, -3.443, -1.020]],
  "forces_ev_per_angstrom": [[-0.10, -0.04, 0.12], [0.34, 0.29, -0.21], [-0.45, -0.16, 0.14], [0.54, 0.14, -0.50], [-0.04, -0.62, -0.66], [0.64, -0.08, -0.01], [-0.40, 0.01, 0.63], [-0.15, 0.15, 0.24], [-0.32, -0.21, 0.17], [-0.04, -0.03, 0.35], [-0.22, 0.15, 0.11], [0.04, 0.17, 0.34], [-0.14, -0.15, -0.18], [0.31, 0.11, -0.41], [-0.02, 0.25, -0.14], [-0.27, 0.35, 0.09], [0.14, -0.19, -0.04], [0.14, -0.16, -0.04]],
  "molar_mass_da": 105.141,
  "smiles": "[H]/N=C(\\N)NCC.O",
  "charge": 0,
  "total_energy_ha": -360.40937,
  "spin_multiplicity": 1,
  "gap_ev": 9.80
}

---

{
  "formula": "C45H48MgN8P2S2",
  "method": "wB97M-V/def2-TZVPD",
  "species": ["Mg", "N", "C", "C", "C", "C", "C", "C", "N", "C", "C", "C", "S", "C", "N", "H", "H", "H", "H", "H", "H", "H", "N", "C", "C", "N", "H", "H", "H", "H", "H", "H", "H", "H", "C", "N", "C", "P", "C", "C", "C", "C", "C", "C", "C", "C", "C", "C", "C", "C", "C", "C", "C", "C", "C", "C", "P", "C", "C", "C", "C", "C", "C", "C", "C", "C", "C", "C", "C", "H", "H", "H", "H", "H", "H", "H", "H", "H", "H", "H", "H", "H", "H", "H", "H", "H", "H", "H", "H", "H", "H", "H", "H", "H", "H", "H", "H", "H", "N", "C", "N", "S", "H", "H", "H", "H"],
  "coordinates": [[-3.868, -3.722, 22.517], [-8.010, -4.422, 21.848], [-8.350, -3.419, 22.755], [-9.532, -2.960, 23.280], [-9.425, -2.009, 24.297], [-8.195, -1.496, 24.729], [-7.041, -2.023, 24.210], [-7.124, -2.987, 23.245], [-6.062, -3.632, 22.605], [-6.635, -4.524, 21.838], [-5.806, -5.533, 21.134], [-6.184, -6.601, 20.421], [-4.813, -7.486, 19.920], [-3.814, -6.367, 20.736], [-4.434, -5.393, 21.341], [-8.608, -5.112, 21.438], [-10.473, -3.397, 23.016], [-10.342, -1.675, 24.764], [-8.113, -0.774, 25.614], [-6.035, -1.676, 24.486], [-7.199, -6.844, 20.146], [-2.746, -6.450, 20.645], [-2.750, -2.709, 20.799], [-3.375, -1.396, 20.698], [-3.132, -0.667, 22.036], [-3.196, -1.603, 23.192], [-1.720, -2.547, 20.884], [-2.806, -3.259, 19.919], [-4.452, -1.455, 20.580], [-3.044, -0.799, 19.797], [-3.884, 0.111, 22.118], [-2.097, -0.234, 22.019], [-3.660, -1.214, 23.990], [-2.225, -1.778, 23.535], [1.211, -6.302, 19.057], [0.783, -5.600, 17.893], [-0.506, -5.917, 17.336], [-1.936, -4.750, 17.945], [-1.927, -3.244, 16.914], [-1.379, -2.070, 17.515], [-1.371, -0.857, 16.825], [-1.889, -0.743, 15.528], [-2.381, -1.881, 14.928], [-2.328, -3.103, 15.566], [-3.384, -5.647, 17.269], [-3.323, -6.912, 16.687], [-4.462, -7.605, 16.280], [-5.698, -7.061, 16.537], [-5.787, -5.788, 17.057], [-4.654, -5.108, 17.440], [1.516, -4.533, 17.317], [2.669, -4.046, 17.875], [3.286, -2.850, 17.441], [2.761, -2.149, 16.374], [1.606, -2.647, 15.789], [0.995, -3.812, 16.273], [0.053, -6.095, 20.504], [0.472, -4.424, 21.288], [0.708, -3.245, 20.561], [0.878, -1.978, 21.189], [0.755, -1.858, 22.533], [0.507, -3.055, 23.310], [0.369, -4.278, 22.682], [0.795, -7.300, 21.710], [0.071, -8.498, 21.790], [0.441, -9.481, 22.720], [1.487, -9.216, 23.597], [2.286, -8.101, 23.477], [1.938, -7.154, 22.519], [2.228, -6.125, 19.337], [1.309, -7.378, 18.916], [-0.801, -6.900, 17.755], [-0.444, -6.002, 16.276], [-0.957, -2.116, 18.545], [-0.838, 0.006, 17.250], [-1.918, 0.182, 15.026], [-2.741, -1.697, 13.920], [-2.757, -3.946, 15.060], [-2.343, -7.345, 16.591], [-4.391, -8.553, 15.825], [-6.562, -7.570, 16.239], [-6.749, -5.336, 17.251], [-4.809, -4.067, 17.764], [3.091, -4.555, 18.744], [4.145, -2.533, 18.026], [3.271, -1.205, 16.096], [1.139, -2.128, 14.999], [0.235, -4.267, 15.700], [0.863, -3.326, 19.455], [1.014, -1.157, 20.527], [0.897, -0.921, 23.050], [0.487, -2.987, 24.394], [0.376, -5.195, 23.347], [-0.732, -8.794, 21.068], [-0.175, -10.337, 22.795], [1.820, -9.986, 24.298], [3.125, -8.020, 24.147], [2.524, -6.213, 22.449], [-1.715, -6.789, 23.894], [-2.508, -6.276, 24.847], [-2.630, -7.005, 25.961], [-3.143, -4.723, 24.791], [-1.288, -7.711, 23.959], [-1.549, -6.240, 23.074], [-1.973, -7.716, 26.209], [-3.269, -6.743, 26.714]],
  "forces_ev_per_angstrom": [[0.26, 0.69, 0.12], [1.30, -0.37, -0.15], [0.87, -0.88, -0.06], [-0.09, 0.38, 0.79], [-0.43, -0.04, -0.31], [-0.06, 0.64, 1.77], [1.26, 0.94, 0.27], [0.57, 0.44, -0.63], [-0.03, -0.19, 0.19], [-0.68, -0.35, -0.49], [-0.06, 1.25, 1.14], [-0.32, -0.35, -0.46], [0.06, 0.20, 0.24], [-0.19, -0.29, -0.48], [-0.53, -0.41, -0.44], [-0.35, 0.00, -0.11], [-0.37, 0.08, -0.18], [0.03, 0.09, 0.02], [-0.39, -1.02, -1.63], [-0.58, -0.10, 0.21], [0.13, -0.24, -0.05], [0.39, 0.03, 0.18], [0.83, -0.87, -0.53], [-0.06, 0.99, -0.25], [1.24, 0.23, -0.42], [0.94, -0.99, -0.13], [-0.83, -0.37, 0.14], [-0.09, 0.43, 0.54], [-0.31, -0.57, -0.10], [0.00, -0.48, 1.10], [0.17, 0.21, 0.26], [-0.99, -0.02, -0.01], [-0.38, 0.47, 0.26], [-0.97, 0.07, -0.43], [-0.15, -0.37, 0.36], [0.38, 0.50, -0.88], [-0.47, -0.09, 1.68], [0.45, -0.46, -0.63], [0.74, 1.64, -0.45], [-0.48, -0.44, 0.12], [0.70, 0.37, -0.04], [0.32, -1.14, 1.78], [0.30, 0.74, -0.59], [-0.78, -0.55, 0.97], [-0.24, -0.28, 0.04], [0.41, 0.03, 0.15], [0.40, 0.83, 0.84], [0.66, 0.52, -0.34], [-0.29, 0.05, 0.60], [-0.19, 1.34, -0.15], [-0.46, -0.26, 1.05], [1.51, 0.73, 1.03], [-0.44, -1.50, 0.71], [0.49, 0.83, 0.38], [0.22, -0.78, 0.90], [0.84, 0.61, -1.42], [0.73, 0.56, 0.95], [-0.14, 0.26, -0.42], [0.35, -0.39, -0.73], [-0.67, -1.70, -1.46], [-0.41, -1.58, 2.09], [0.30, 1.49, -0.91], [0.50, -1.18, 1.16], [-0.23, -0.22, -0.33], [0.04, -1.02, -0.19], [-0.02, 1.74, -0.08], [0.38, -1.54, 0.12], [-0.59, 0.28, -0.51], [0.16, 1.35, -0.01], [0.53, 0.85, 0.18], [-0.67, -0.44, -0.32], [0.14, 0.45, -0.31], [-0.22, -0.09, -0.88], [-0.33, 0.01, -0.87], [-0.48, -0.36, 0.03], [0.08, 0.97, -0.46], [-0.17, -0.81, 0.02], [-0.03, -0.48, -0.22], [-0.02, -0.38, -0.38], [0.21, -0.94, -0.45], [-1.22, -0.74, -0.33], [-0.13, 0.05, -0.20], [0.36, -0.46, 0.16], [0.06, 0.31, -0.32], [-0.01, 0.16, -0.41], [-0.68, -0.71, -0.16], [-0.40, 0.43, -0.95], [-1.00, 0.16, -0.44], [-0.29, 0.26, 1.12], [0.38, 0.73, -0.20], [-0.02, 0.13, -0.03], [-0.02, -0.05, -0.16], [-0.38, 1.17, -0.89], [0.57, 0.78, 0.71], [-0.20, -1.02, 0.10], [-0.42, 0.21, -0.04], [0.21, 0.36, -0.13], [-0.39, -0.75, -0.03], [-0.51, -0.07, 0.34], [1.20, -0.84, 0.16], [-0.82, 0.22, 0.74], [-0.66, 0.74, -0.40], [-0.17, 0.32, -0.11], [0.22, 0.04, -0.19], [0.22, -0.40, -0.21], [0.42, 0.19, -0.66]],
  "molar_mass_da": 851.322,
  "charge": 2,
  "total_energy_ha": -3860.50758,
  "spin_multiplicity": 1,
  "gap_ev": 6.77
}